C21H23Cl5N3O5RuSe | ωB97M-V with the def2-TZVPD basis set

```
59
Properties=species:S:1:pos:R:3:mulliken_charge:R:1
Ru 0.22198 -0.03368 0.03496 0.64
C 0.77706 1.34628 3.04650 -0.50
C 1.93202 0.41643 2.77384 -0.95
O 2.24629 0.37567 1.38068 0.08
C 3.08402 1.43022 0.89437 -0.62
C 2.26531 2.48014 0.18141 -0.93
O 1.35976 1.83984 -0.73503 0.27
C 1.71183 1.94924 -2.12248 -0.66
C 0.90368 0.89374 -2.86169 -0.84
O -0.35313 0.65368 -2.21624 -0.07
C -1.37261 1.64779 -2.40372 -0.76
C -1.40724 2.65390 -1.27251 -0.75
O -1.39093 1.90796 -0.06148 0.33
C -1.45213 2.71058 1.11077 -0.56
C -1.46025 1.76735 2.28415 -0.86
O -0.32240 0.89455 2.24576 -0.12
H 1.01859 2.38562 2.80866 0.35
H 0.50557 1.28572 4.10360 0.50
H 1.66540 -0.60424 3.04605 0.31
H 2.80591 0.71173 3.35701 0.47
H 3.78335 0.96329 0.20335 0.31
H 3.64705 1.88071 1.71421 0.51
H 2.91657 3.17169 -0.35451 0.55
H 1.65073 3.05488 0.87311 0.16
H 2.77695 1.75808 -2.26896 0.49
H 1.48581 2.96523 -2.45423 0.38
H 1.42019 -0.06444 -2.83157 0.16
H 0.74464 1.17841 -3.90261 0.54
H -2.31532 1.10372 -2.44261 0.33
H -1.22320 2.15563 -3.35819 0.51
H -2.33433 3.23008 -1.33905 0.57
H -0.56071 3.34521 -1.29707 0.22
H -2.36774 3.30866 1.11234 0.47
H -0.59335 3.39172 1.14251 0.22
H -2.34341 1.13077 2.25562 0.27
H -1.47171 2.32583 3.22155 0.52
Se -6.27096 -1.02889 0.44595 0.44
N -5.33585 -2.47447 0.77264 -0.64
C -4.05042 -2.22346 0.64180 0.58
C -2.85477 -2.92278 0.63036 -1.12
C -0.92887 -2.24068 -1.12506 -0.15
C -0.55600 -1.86673 1.33671 -0.54
N -2.51854 -0.61748 0.10649 0.04
C -3.81988 -0.56286 0.19549 0.68
N -4.85603 0.13943 0.06972 -0.79
H -2.77830 -3.98976 0.76505 0.59
H -1.35379 -2.10582 -2.11679 0.60
H -0.15051 -2.32425 2.21866 0.36
Cl 4.06684 -1.57225 -0.20486 -0.21
C 2.67551 -2.51329 -0.61942 0.66
C 1.43247 -1.90980 -0.76625 -0.70
C 0.43378 -2.77598 -1.18157 1.19
Cl -1.64541 -1.80802 0.25114 0.25
C 0.50060 -4.14462 -1.39609 -0.76
Cl -0.88933 -5.06402 -1.78759 -0.12
C 1.75661 -4.71801 -1.21158 0.63
Cl 1.97122 -6.39791 -1.41170 -0.13
C 2.83647 -3.89218 -0.83670 -0.25
Cl 4.38091 -4.59815 -0.64496 -0.13
```

orbital gap (alpha / beta): 5.809 / 5.844 eV
⟨S²⟩: 8.913
LUMO level (alpha / beta): -7.80 / -8.30 eV
multiplicity: 6
total charge: +2
E_HOMO (alpha / beta): -13.6 / -14.1 eV